This record from the OMol25 dataset describes the molecule C4H8O2S at a distorted geometry. The level of theory is ωB97M-V/def2-TZVPD.

**HOMO level**: -0.3092 Ha
**ΔE to the lowest compared entry with this formula, charge and spin**: 549.32 kJ/mol
**Gap between HOMO and LUMO**: 8.275 eV
**SMILES**: CS(C)(=O)=CC=O

Atoms and positions in Å:
C: -1.3272 -0.4201 -1.1056
S: 0.2074 -0.0858 -0.2054
C: 0.9151 1.0734 -1.5033
O: 0.9655 -1.3076 -0.0918
C: -0.3801 0.1674 1.6966
C: 0.3698 -0.7434 2.4983
O: 0.5942 -0.6248 3.7226
H: -1.7114 -1.1006 -0.4379
H: -1.7106 0.5464 -1.0783
H: -1.0014 -0.9140 -2.0916
H: 0.1150 1.9311 -1.7708
H: 1.8392 1.4170 -1.2276
H: 0.8463 0.4547 -2.3796
H: -0.2724 1.2840 1.9074
H: 0.5505 -1.6777 2.0671

Force components x, y, z for each atom (eV/Å):
3.80 -0.68 -1.48
-1.16 0.10 1.72
-4.79 0.74 -0.16
1.09 -0.79 -1.18
0.61 3.10 -2.06
0.05 0.56 2.73
-0.51 0.49 -1.77
-1.71 -1.46 1.20
-1.67 1.32 -0.59
-0.85 1.10 1.34
1.95 -1.69 1.17
2.23 0.84 0.51
0.65 -0.47 -0.33
-0.33 -1.55 -0.17
0.64 -1.62 -0.93

Charges in e, computed with natural (NBO), in the same order as the atoms: atom 1 (C): -0.7862, atom 2 (S): 1.6152, atom 3 (C): -0.7781, atom 4 (O): -0.9404, atom 5 (C): -0.5903, atom 6 (C): 0.2762, atom 7 (O): -0.5840, atom 8 (H): 0.2535, atom 9 (H): 0.2295, atom 10 (H): 0.2404, atom 11 (H): 0.2427, atom 12 (H): 0.2408, atom 13 (H): 0.2407, atom 14 (H): 0.2053, atom 15 (H): 0.1347

This record from the OMol25 dataset describes the molecule C4H8O2S at a distorted geometry. The level of theory is ωB97M-V/def2-TZVPD.

**HOMO level**: -0.3327 Ha
**ΔE to the lowest compared entry with this formula, charge and spin**: 474.13 kJ/mol
**Gap between HOMO and LUMO**: 9.271 eV
**SMILES**: C=[S@@]1(=O)CCCO1

Atoms and positions in Å:
C: -2.2644 -0.7626 -0.7427
S: -1.1207 0.1636 0.0311
O: -1.6620 0.5910 1.3191
C: 0.3212 -0.9319 0.4303
C: 1.3819 0.0298 0.7578
C: 1.2473 1.0649 -0.4278
O: 0.0004 1.5599 -0.4676
H: -3.3794 -0.4455 -0.7111
H: -2.0744 -0.8934 -1.7823
H: 0.5693 -1.3943 -0.5438
H: -0.1481 -1.4760 1.2745
H: 2.3480 -0.3780 0.7831
H: 1.2293 0.5050 1.5985
H: 2.0581 1.8363 -0.1602
H: 1.4934 0.5313 -1.3589

Force components x, y, z for each atom (eV/Å):
-1.41 1.48 -0.66
-0.62 -0.29 2.20
0.45 0.52 -0.62
-1.44 0.30 -0.83
0.03 -0.62 -4.75
3.68 -0.56 1.36
-3.07 -0.49 0.14
2.11 -0.05 0.70
0.73 -0.70 -0.84
-0.31 -0.74 0.85
0.51 -0.29 -0.93
1.35 -0.76 -0.19
-0.96 2.48 4.51
-1.42 -0.56 -0.90
0.37 0.27 -0.04

Charges in e, computed with natural (NBO), in the same order as the atoms: atom 1 (C): -0.9074, atom 2 (S): 1.8322, atom 3 (O): -0.9232, atom 4 (C): -0.5753, atom 5 (C): -0.4465, atom 6 (C): -0.0561, atom 7 (O): -0.6680, atom 8 (H): 0.2554, atom 9 (H): 0.2117, atom 10 (H): 0.2323, atom 11 (H): 0.2687, atom 12 (H): 0.2191, atom 13 (H): 0.2144, atom 14 (H): 0.1962, atom 15 (H): 0.1466

This record from the OMol25 dataset describes the molecule C4H8O2S at a distorted geometry. The level of theory is ωB97M-V/def2-TZVPD.

**HOMO level**: -0.3455 Ha
**ΔE to the lowest compared entry with this formula, charge and spin**: 110.44 kJ/mol
**Gap between HOMO and LUMO**: 10.141 eV
**SMILES**: C[C@H](CO)SC=O

Atoms and positions in Å:
C: -1.3223 -1.3938 0.3384
C: -0.1639 -0.3760 0.2010
C: -0.7443 0.9635 -0.2326
O: 0.2150 1.9318 -0.4744
S: 1.1636 -1.0252 -0.8816
C: 2.4773 -0.1500 -0.1769
O: 2.4900 0.2284 0.9758
H: -2.0108 -1.0657 1.1163
H: -0.9082 -2.3778 0.5625
H: -1.8842 -1.4711 -0.6382
H: 0.3939 -0.2548 1.1245
H: -1.3757 0.8856 -1.1087
H: -1.3945 1.2664 0.6043
H: -0.2753 2.7972 -0.5735
H: 3.3395 0.0414 -0.8370

Force components x, y, z for each atom (eV/Å):
0.38 0.19 -1.18
-0.31 -0.44 -0.10
-0.65 -0.40 0.55
0.09 2.20 -0.15
-1.01 -0.01 -0.90
0.74 0.68 1.50
0.18 -0.02 -0.79
0.00 -0.12 0.00
-0.22 0.05 0.16
0.51 0.07 1.01
-0.33 0.08 0.31
-0.32 -0.53 -0.36
-0.02 -0.06 -0.06
1.07 -1.43 0.12
-0.11 -0.27 -0.10

Charges in e, computed with natural (NBO), in the same order as the atoms: atom 1 (C): -0.6141, atom 2 (C): -0.3546, atom 3 (C): -0.0625, atom 4 (O): -0.7117, atom 5 (S): 0.2081, atom 6 (C): 0.2276, atom 7 (O): -0.5435, atom 8 (H): 0.2194, atom 9 (H): 0.2265, atom 10 (H): 0.2085, atom 11 (H): 0.2545, atom 12 (H): 0.1580, atom 13 (H): 0.1619, atom 14 (H): 0.4745, atom 15 (H): 0.1475

This record from the OMol25 dataset describes the molecule C4H8O2S at a distorted geometry. The level of theory is ωB97M-V/def2-TZVPD.

**HOMO level**: -0.3353 Ha
**ΔE to the lowest compared entry with this formula, charge and spin**: 500.73 kJ/mol
**Gap between HOMO and LUMO**: 9.678 eV
**SMILES**: C[C@]1(O)[C@H](O)[C@H]1S

Atoms and positions in Å:
C: -1.1080 -1.1984 -0.8673
C: -0.3569 -0.4428 0.2830
O: -0.0073 -1.3262 1.4115
C: -0.0907 1.0423 0.7240
O: -0.8005 2.0771 0.1415
C: 0.8686 0.3373 -0.1228
S: 2.8041 -0.1392 0.0112
H: -2.1847 -1.6275 -0.4956
H: -0.2413 -1.9449 -1.4874
H: -1.3967 -0.6020 -1.7509
H: -1.0741 -1.7351 1.6884
H: 0.2228 1.1530 1.7375
H: -0.2666 2.7610 -0.0803
H: 0.5312 0.4002 -1.2868
H: 3.0999 1.2452 0.0942

Force components x, y, z for each atom (eV/Å):
0.03 -1.07 -0.64
2.05 -1.35 1.35
-6.15 -1.11 -0.14
-0.43 -0.58 -1.57
-3.22 -2.93 1.25
1.08 -1.70 -4.41
-2.63 2.54 0.34
2.99 0.31 -0.85
-2.86 1.50 2.52
0.13 0.49 0.78
5.03 1.70 -0.92
-0.31 -0.10 0.81
2.72 3.20 -1.02
1.66 0.80 2.63
-0.11 -1.72 -0.13

Charges in e, computed with natural (NBO), in the same order as the atoms: atom 1 (C): -0.6550, atom 2 (C): 0.1908, atom 3 (O): -0.6975, atom 4 (C): 0.0581, atom 5 (O): -0.6949, atom 6 (C): -0.3318, atom 7 (S): -0.0704, atom 8 (H): 0.2289, atom 9 (H): 0.2402, atom 10 (H): 0.2305, atom 11 (H): 0.4566, atom 12 (H): 0.2052, atom 13 (H): 0.4690, atom 14 (H): 0.2306, atom 15 (H): 0.1397

This record from the OMol25 dataset describes the molecule C4H8O2S at a distorted geometry. The level of theory is ωB97M-V/def2-TZVPD.

**HOMO level**: -0.3583 Ha
**ΔE to the lowest compared entry with this formula, charge and spin**: 147.64 kJ/mol
**Gap between HOMO and LUMO**: 10.143 eV
**SMILES**: O=C[C@@H](S)CCO

Atoms and positions in Å:
O: 2.8891 -0.5701 -0.3910
C: 1.6958 -0.4622 -0.5423
C: 0.8324 0.1794 0.4921
S: 0.7014 2.0430 -0.0427
C: -0.4794 -0.5118 0.7510
C: -1.6042 -0.5396 -0.2829
O: -2.2125 0.6800 -0.5233
H: 1.2313 -0.7817 -1.5177
H: 1.4093 0.2151 1.3950
H: 1.9496 2.2211 0.1102
H: -0.2870 -1.5567 1.0779
H: -0.9369 0.0505 1.6288
H: -1.2439 -0.9507 -1.2486
H: -2.3356 -1.2486 0.1228
H: -1.6093 1.2322 -1.0293

Force components x, y, z for each atom (eV/Å):
-0.27 -0.17 -0.04
0.59 0.12 -0.88
-0.02 1.10 -0.84
-2.32 -1.88 0.17
-1.26 0.79 1.59
1.07 -1.32 -0.64
-0.49 0.86 0.17
0.04 0.13 0.62
0.25 0.03 0.50
2.18 0.35 0.16
0.04 0.59 -0.14
0.49 -0.88 -0.73
-0.10 -0.13 0.39
-0.14 0.34 -0.26
-0.05 0.08 -0.06

Charges in e, computed with natural (NBO), in the same order as the atoms: atom 1 (O): -0.5163, atom 2 (C): 0.4074, atom 3 (C): -0.3587, atom 4 (S): -0.0652, atom 5 (C): -0.4539, atom 6 (C): -0.0598, atom 7 (O): -0.7070, atom 8 (H): 0.1193, atom 9 (H): 0.2396, atom 10 (H): 0.1254, atom 11 (H): 0.2280, atom 12 (H): 0.2291, atom 13 (H): 0.1530, atom 14 (H): 0.1868, atom 15 (H): 0.4722

This record from the OMol25 dataset describes the molecule C4H8O2S at a distorted geometry. The level of theory is ωB97M-V/def2-TZVPD.

**HOMO level**: -0.3451 Ha
**ΔE to the lowest compared entry with this formula, charge and spin**: 390.44 kJ/mol
**Gap between HOMO and LUMO**: 9.402 eV

Atoms and positions in Å:
C: 0.3872 -1.2651 -0.3916
C: -0.6362 0.3107 0.8051
C: 1.9480 -1.1571 -0.4817
C: -1.9050 0.8011 0.1313
O: -1.8810 -1.9574 0.8384
O: 0.1385 -1.8031 2.3398
S: -0.5781 -1.4171 1.1495
H: -0.1309 -1.4144 -1.2983
H: 0.0556 1.0137 1.2069
H: 2.4527 -0.5700 0.3172
H: 2.3079 -0.7525 -1.4305
H: 2.4101 -2.0903 -0.3487
H: -1.7288 1.6775 -0.4828
H: -2.6952 0.9725 0.8776
H: -2.1527 -0.0435 -0.5607

Force components x, y, z for each atom (eV/Å):
1.00 1.86 3.64
-0.10 -2.26 -1.60
-1.09 1.39 0.84
0.60 -1.40 -0.49
0.61 -0.17 0.25
-0.10 0.24 -0.83
0.64 1.06 -1.58
-0.88 -0.13 -0.66
0.71 0.01 0.39
-0.86 -0.02 -0.34
-0.46 0.02 0.00
0.31 -1.70 -0.05
0.04 0.25 0.16
0.16 -0.08 -0.39
-0.57 0.94 0.66

Charges in e, computed with natural (NBO), in the same order as the atoms: atom 1 (C): -0.4058, atom 2 (C): -0.4104, atom 3 (C): -0.6620, atom 4 (C): -0.6614, atom 5 (O): -0.9317, atom 6 (O): -0.9056, atom 7 (S): 2.1357, atom 8 (H): 0.2203, atom 9 (H): 0.2300, atom 10 (H): 0.2329, atom 11 (H): 0.2244, atom 12 (H): 0.2327, atom 13 (H): 0.2198, atom 14 (H): 0.2386, atom 15 (H): 0.2427

This record from the OMol25 dataset describes a cluster of 2 separate species, C4H8O3 in total at a distorted geometry. The level of theory is ωB97M-V/def2-TZVPD.

**HOMO level (alpha / beta)**: 0.0174 / -0.1320 Ha
**ΔE to the lowest compared entry with this formula, charge and spin**: 116.62 kJ/mol
**Spin multiplicity**: 2
**Gap between HOMO and LUMO (alpha / beta)**: 3.014 / 6.929 eV
**Net charge**: -1

Atoms and positions in Å:
O: -3.0286 -1.5732 -1.0900
C: -2.8762 -0.3626 -0.9538
C: -1.8484 0.3440 -0.1048
C: -0.4021 -0.0708 -0.4281
C: 0.6361 0.7983 0.1104
O: 0.2850 1.9581 0.4162
H: -3.4590 0.2687 -1.6912
H: -1.9221 1.4573 -0.2562
H: -1.9782 0.1836 1.0871
H: -0.5521 -0.2345 -1.5918
H: -0.3058 -1.1440 -0.1080
H: 1.6133 0.3420 0.3195
H: 4.4045 -1.4145 1.2978
H: 4.8139 -0.0834 1.9328
O: 4.6198 -0.4691 1.0603

Force components x, y, z for each atom (eV/Å):
0.12 1.14 0.79
0.29 -1.01 -1.26
-0.16 1.03 2.81
-1.71 -3.00 -1.69
-0.19 -1.34 0.16
0.35 2.46 0.48
0.19 0.01 0.76
-0.02 -1.10 0.15
-0.15 0.21 -2.51
0.95 0.57 0.69
0.12 0.79 -0.22
0.19 0.23 -0.14
0.19 1.52 -0.53
-0.19 -0.02 -0.52
0.01 -1.49 1.02

Charges in e, computed with natural (NBO), in the same order as the atoms: atom 1 (O): -0.5774, atom 2 (C): 0.4333, atom 3 (C): -0.5387, atom 4 (C): -0.4758, atom 5 (C): 0.0396, atom 6 (O): -0.7598, atom 7 (H): 0.0841, atom 8 (H): 0.2394, atom 9 (H): 0.2039, atom 10 (H): 0.1046, atom 11 (H): 0.1917, atom 12 (H): 0.0852, atom 13 (H): 0.4571, atom 14 (H): 0.4576, atom 15 (O): -0.9447

This record from the OMol25 dataset describes a cluster of 2 separate species, C4H8O3 in total at a distorted geometry. The level of theory is ωB97M-V/def2-TZVPD.

**HOMO level**: -0.3692 Ha
**ΔE to the lowest compared entry with this formula, charge and spin**: 237.61 kJ/mol
**Gap between HOMO and LUMO**: 10.375 eV
**SMILES**: O=CCCC=O.O

Atoms and positions in Å:
O: 2.4927 2.0744 0.3581
C: 1.7291 1.0917 0.5213
C: 0.3649 1.0382 -0.1344
C: 0.0905 -0.1221 -1.0844
C: -1.1869 -0.1356 -1.9411
O: -1.3292 0.0753 -3.1212
H: 2.0629 0.2038 1.1663
H: -0.3274 0.9630 0.7403
H: 0.1574 2.0122 -0.5654
H: 0.0318 -1.1101 -0.5487
H: 0.8650 -0.2908 -1.9556
H: -2.0589 -0.3575 -1.2837
O: -0.6320 -1.7976 2.6241
H: -1.1180 -1.5351 1.8346
H: -1.1418 -2.1097 3.3897

Force components x, y, z for each atom (eV/Å):
-2.38 -3.13 0.72
2.65 1.98 -0.65
-0.84 0.09 1.03
1.50 -1.96 -2.91
-0.77 0.87 0.96
0.69 -0.30 1.04
-0.45 0.98 -0.69
0.19 -0.07 -0.51
0.20 0.05 -0.33
0.23 0.87 -0.22
-0.72 0.66 2.02
-0.30 -0.05 -0.42
0.95 0.00 0.24
-0.62 -0.35 0.78
-0.34 0.37 -1.05

Charges in e, computed with natural (NBO), in the same order as the atoms: atom 1 (O): -0.5130, atom 2 (C): 0.4308, atom 3 (C): -0.5138, atom 4 (C): -0.5139, atom 5 (C): 0.4617, atom 6 (O): -0.4934, atom 7 (H): 0.1349, atom 8 (H): 0.2250, atom 9 (H): 0.2434, atom 10 (H): 0.2214, atom 11 (H): 0.2352, atom 12 (H): 0.0809, atom 13 (O): -0.9687, atom 14 (H): 0.4788, atom 15 (H): 0.4908

> The highest ΔE to the lowest compared entry with this formula, charge and spin belongs to which entry?

number 1

What did the fifth record say?
This record from the OMol25 dataset describes the molecule C4H8O2S at a distorted geometry. The level of theory is ωB97M-V/def2-TZVPD.

**HOMO level**: -0.3583 Ha
**ΔE to the lowest compared entry with this formula, charge and spin**: 147.64 kJ/mol
**Gap between HOMO and LUMO**: 10.143 eV
**SMILES**: O=C[C@@H](S)CCO

Atoms and positions in Å:
O: 2.8891 -0.5701 -0.3910
C: 1.6958 -0.4622 -0.5423
C: 0.8324 0.1794 0.4921
S: 0.7014 2.0430 -0.0427
C: -0.4794 -0.5118 0.7510
C: -1.6042 -0.5396 -0.2829
O: -2.2125 0.6800 -0.5233
H: 1.2313 -0.7817 -1.5177
H: 1.4093 0.2151 1.3950
H: 1.9496 2.2211 0.1102
H: -0.2870 -1.5567 1.0779
H: -0.9369 0.0505 1.6288
H: -1.2439 -0.9507 -1.2486
H: -2.3356 -1.2486 0.1228
H: -1.6093 1.2322 -1.0293

Force components x, y, z for each atom (eV/Å):
-0.27 -0.17 -0.04
0.59 0.12 -0.88
-0.02 1.10 -0.84
-2.32 -1.88 0.17
-1.26 0.79 1.59
1.07 -1.32 -0.64
-0.49 0.86 0.17
0.04 0.13 0.62
0.25 0.03 0.50
2.18 0.35 0.16
0.04 0.59 -0.14
0.49 -0.88 -0.73
-0.10 -0.13 0.39
-0.14 0.34 -0.26
-0.05 0.08 -0.06

Charges in e, computed with natural (NBO), in the same order as the atoms: atom 1 (O): -0.5163, atom 2 (C): 0.4074, atom 3 (C): -0.3587, atom 4 (S): -0.0652, atom 5 (C): -0.4539, atom 6 (C): -0.0598, atom 7 (O): -0.7070, atom 8 (H): 0.1193, atom 9 (H): 0.2396, atom 10 (H): 0.1254, atom 11 (H): 0.2280, atom 12 (H): 0.2291, atom 13 (H): 0.1530, atom 14 (H): 0.1868, atom 15 (H): 0.4722

> Number 1 is which compound?

C4H8O2S